39
Properties=species:S:1:pos:R:3 method="wB97M-V/def2-TZVPD" energy_ev=-54840.5835 orbital_gap_ev="6.49 / 6.83" total_charge=+2 s2=0.755 max_force_ev_per_a=1.84 mol_weight_da=557.61 lumo_energy_ha="-0.3394 / -0.3271" e_homo_ev="-15.723 / -15.731" multiplicity=2
Ir 0.3421 -0.3524 0.3086
S 2.5948 -0.9024 -1.0890
S -0.4704 -2.5181 -1.1035
O 2.2132 -1.2855 0.3358
O -0.7572 -1.0770 -1.4075
O 3.9374 -0.5543 -1.3236
O -1.5020 -3.4520 -1.3055
O 0.0615 -2.4010 0.3303
O 1.5589 0.1531 -1.3929
N -1.1754 2.2212 2.0037
N -1.7618 3.2710 0.0535
N -0.5613 1.4100 4.0933
N 0.2197 0.3715 2.1760
N -0.7325 1.2075 -0.0486
C -1.2122 2.2257 0.6463
C 0.2101 0.4789 4.9322
C -1.5180 2.2589 4.8201
C 0.6688 -3.9486 -3.0391
C -0.4959 1.3020 2.7793
C 3.1284 -2.6289 -3.0470
C 2.8721 -3.6548 -3.9572
C 0.9071 -2.9331 -2.1315
C 2.1572 -2.2642 -2.1336
C 1.6595 -4.3049 -3.9539
H 3.6393 -3.9288 -4.6683
H -0.8306 1.2953 -1.0575
H 0.6915 -0.2443 2.8266
H 4.0781 -2.1149 -3.0502
H -1.8566 3.1230 4.2553
H -1.6390 2.9787 2.4781
H -2.3849 1.6695 5.1195
H -0.2120 -0.5275 4.8976
H -1.8474 3.3021 -0.9521
H -0.2854 -4.4544 -3.0334
H 0.1626 0.8259 5.9586
H -2.1360 4.0564 0.5632
H -1.0305 2.6378 5.7138
H 1.4600 -5.0973 -4.6620
H 1.2573 0.4621 4.6317